(1)
Computed, not measured: a 8-piece molecular cluster, C45H45F3IO6PS2 overall in a non-equilibrium geometry, with the ωB97M-V functional and the def2-TZVPD basis.

Computed properties:
total charge	0
E_HOMO	-9.142	eV
lowest unoccupied orbital energy	-0.057	hartree
Kohn-Sham gap	7.5799	eV

Cartesian coordinates (Å):
I  -2.361  2.533  4.235
S  -1.532  -1.528  2.463
S  -0.447  2.869  -1.008
P  -1.588  1.536  -0.168
F  0.479  3.121  2.118
F  1.495  0.985  1.311
F  0.740  1.179  3.565
O  -0.615  -0.438  1.480
O  -1.456  0.077  -1.166
O  -3.222  2.180  -0.193
O  -2.598  -2.431  1.731
O  -2.343  -0.407  3.480
O  -0.595  -2.552  3.201
C  -3.071  -6.898  5.710
C  3.802  4.964  0.299
C  -4.421  -6.568  5.586
C  -2.229  0.890  2.736
C  5.531  -0.725  3.649
C  -0.517  -2.700  -4.925
C  5.279  0.617  3.362
C  -7.023  -1.879  -1.767
C  5.391  -4.959  -4.421
C  6.703  -1.088  4.312
C  -6.389  -0.231  0.391
C  -7.447  0.104  -0.454
C  -3.095  7.068  -1.621
C  -2.460  -4.692  4.939
C  -2.091  -5.960  5.388
C  -2.162  -0.477  -5.290
C  -2.188  -1.173  -4.082
C  -1.006  1.006  1.601
C  7.364  1.233  4.416
C  4.017  -4.093  -2.632
C  4.250  -5.174  -5.194
C  5.689  3.042  -0.425
C  6.196  1.595  3.745
C  5.274  -4.421  -3.140
C  -4.790  -5.302  5.132
C  0.433  1.641  2.160
C  -5.644  -1.386  0.154
C  -1.364  -2.283  -3.899
C  3.502  3.608  0.430
C  2.875  -4.314  -3.403
C  -1.623  8.911  -2.147
C  -0.487  -2.001  -6.132
C  -1.308  -0.888  -6.313
C  2.992  -4.856  -4.683
C  -3.809  -4.365  4.807
C  5.992  4.398  -0.550
C  4.444  2.647  0.063
C  -5.960  -2.209  -0.927
C  -7.766  -0.723  -1.532
C  -2.907  8.420  -1.906
C  -0.528  8.049  -2.096
C  5.046  5.358  -0.193
C  7.618  -0.109  4.698
C  -0.714  6.699  -1.802
C  -1.998  6.208  -1.567
H  8.076  1.996  4.719
H  -1.284  -0.342  -7.253
H  -5.841  -5.046  5.031
H  0.140  6.029  -1.757
H  2.534  3.301  0.815
H  4.814  -1.487  3.354
H  4.341  -5.591  -6.193
H  -2.851  -0.851  -3.283
H  -4.818  -1.644  0.811
H  -2.806  0.387  -5.433
H  -4.096  6.685  -1.440
H  -1.383  -2.824  -2.956
H  8.530  -0.392  5.218
H  6.424  2.293  -0.709
H  5.279  6.415  -0.297
H  -8.593  -0.465  -2.187
H  1.895  -4.062  -3.006
H  -5.185  -7.297  5.843
H  0.177  -2.322  -6.930
H  3.927  -3.669  -1.636
H  -3.761  9.092  -1.941
H  -2.145  5.155  -1.341
H  3.066  5.713  0.581
H  -5.378  -3.107  -1.114
H  -3.232  0.935  2.101
H  -1.696  -3.960  4.691
H  2.102  -5.030  -5.282
H  -1.478  9.963  -2.374
H  6.164  -4.255  -2.537
H  -3.832  1.382  -0.104
H  4.208  1.590  0.159
H  6.902  -2.134  4.529
H  -8.023  1.007  -0.272
H  0.473  8.431  -2.286
H  4.368  0.900  2.841
H  -2.784  -7.887  6.058
H  -6.145  0.409  1.235
H  6.963  4.706  -0.927
H  0.120  -3.569  -4.785
H  -4.097  -3.379  4.451
H  -1.039  -6.217  5.488
H  6.371  -5.212  -4.817
H  -0.495  0.131  -1.507
H  -7.273  -2.524  -2.606
H  6.001  2.641  3.520

Atomic forces in eV per Å
0.180 -1.207 -1.181
-0.565 -7.841 0.533
-0.523 -0.789 1.086
0.149 1.035 -3.716
0.117 -5.433 0.250
-3.273 2.829 2.860
-1.260 1.750 -4.914
-1.931 -0.076 1.532
0.524 2.608 2.256
2.425 -3.977 0.859
3.711 5.086 2.068
2.948 0.527 -3.307
-2.945 5.607 -2.529
-0.040 0.142 -0.043
0.124 -0.133 -0.046
0.121 0.140 -0.062
-2.259 0.910 -0.897
0.123 0.155 0.029
-0.094 0.182 -0.053
0.155 -0.081 0.094
0.076 0.079 0.139
-0.192 0.040 0.051
-0.025 0.149 -0.022
0.034 -0.068 -0.233
0.025 -0.092 -0.101
0.173 0.089 -0.021
-0.066 -0.097 0.076
-0.221 0.056 -0.018
0.127 -0.162 0.036
0.043 -0.013 -0.143
0.210 -2.635 2.787
-0.128 -0.165 -0.061
-0.006 -0.084 -0.183
0.003 0.064 0.183
-0.100 0.140 0.043
0.021 -0.119 0.034
-0.129 -0.016 -0.092
0.174 -0.055 0.023
1.879 0.058 0.442
-0.001 0.061 -0.063
0.022 0.070 -0.122
0.132 0.051 -0.049
0.189 -0.041 -0.064
-0.052 -0.179 0.046
-0.101 0.027 0.148
-0.003 -0.083 0.132
0.144 0.050 0.105
0.047 -0.185 0.086
-0.175 -0.085 0.061
0.034 0.160 -0.003
-0.105 0.136 -0.021
0.133 0.013 0.161
0.161 -0.102 -0.008
-0.139 -0.052 0.036
-0.034 -0.144 0.026
-0.152 0.063 -0.091
-0.192 0.110 -0.006
-0.005 0.159 -0.027
-0.093 -0.100 -0.047
-0.005 -0.090 0.148
0.142 -0.038 0.015
-0.101 0.066 -0.007
0.188 0.082 -0.123
0.095 0.101 0.037
-0.015 0.048 0.143
0.114 -0.063 -0.122
-0.089 -0.047 -0.079
0.091 -0.110 0.024
0.149 0.056 -0.021
-0.024 0.066 -0.120
-0.132 0.038 -0.075
-0.106 0.103 0.053
-0.031 -0.159 0.023
0.126 -0.035 0.103
0.136 -0.028 -0.044
0.103 0.095 -0.045
-0.092 0.047 0.116
0.012 -0.066 -0.129
0.116 -0.089 -0.007
0.035 0.172 -0.041
0.093 -0.103 -0.036
-0.075 0.128 0.049
2.132 0.148 1.463
-0.147 -0.169 0.028
0.134 0.019 0.070
-0.019 -0.150 0.034
-0.144 -0.019 -0.097
0.386 1.258 -0.273
0.035 0.151 -0.008
-0.035 0.160 -0.024
0.066 -0.132 -0.022
-0.153 -0.059 0.032
0.117 -0.020 0.071
-0.048 0.149 -0.044
-0.084 -0.066 -0.028
-0.137 -0.043 0.043
-0.081 0.128 -0.021
0.041 -0.142 0.035
-0.152 0.044 -0.018
-0.143 0.040 0.058
-1.965 0.051 0.635
0.048 0.108 0.136
0.018 -0.160 0.013

(2)
Computed, not measured: C34H27MnN2O2PS2 as an isolated structure, with the ωB97M-V functional and the def2-TZVPD basis.

Computed properties:
total charge	-2
E_HOMO (spin up / spin down)	1.406 / -0.957	eV
lowest unoccupied orbital energy (spin up / spin down)	0.155 / 0.155	hartree
spin multiplicity	6
Kohn-Sham gap (spin up / spin down)	2.8017 / 5.1630	eV
expectation value of S²	9.073

Cartesian coordinates (Å):
Mn  1.198  0.312  -0.690
S  0.394  0.016  3.001
S  2.092  1.092  -2.527
P  -0.248  -1.538  -1.701
O  -0.915  -0.507  2.712
O  1.099  -0.561  4.133
N  1.259  0.034  1.676
N  3.064  0.041  0.413
C  -0.269  4.370  4.250
C  -1.706  3.523  -0.693
C  -1.779  -5.345  0.493
C  0.537  4.073  3.159
C  -0.529  2.779  -0.602
C  -0.527  5.798  4.653
C  -0.832  -3.110  -0.908
C  -2.846  2.927  -1.196
C  -0.113  -1.638  -4.500
C  5.315  0.293  1.073
C  -1.614  -5.401  -0.883
C  -1.667  -0.558  -1.958
C  0.745  2.760  2.756
C  -1.016  -3.062  0.476
C  -0.866  3.316  4.942
C  -2.866  -1.096  -2.512
C  2.628  0.088  1.678
C  1.346  -3.068  -5.774
C  0.353  -2.195  -3.312
C  -4.004  -0.326  -2.623
C  -2.848  1.590  -1.627
C  0.147  1.728  3.454
C  -1.643  0.826  -1.505
C  1.336  -3.179  -3.374
C  -1.484  -4.167  1.171
C  0.379  -2.075  -5.723
C  3.549  0.236  2.735
C  -4.024  1.000  -2.195
C  -0.484  1.442  -0.974
C  -0.662  2.005  4.549
C  4.348  0.167  0.095
C  1.829  -3.618  -4.593
C  -1.147  -4.291  -1.576
C  4.884  0.325  2.401
H  3.215  0.266  3.759
H  2.598  -4.381  -4.623
H  0.997  4.875  2.592
H  1.348  2.546  1.884
H  -1.852  -6.310  -1.426
H  -2.142  -6.212  1.035
H  1.736  -3.402  -6.729
H  0.384  6.396  4.602
H  6.360  0.385  0.812
H  4.535  0.190  -0.974
H  -1.724  4.564  -0.385
H  5.613  0.438  3.197
H  -2.886  -2.131  -2.841
H  -1.262  6.264  3.992
H  -1.026  -4.351  -2.652
H  0.010  -1.626  -6.639
H  -1.507  3.528  5.791
H  1.726  -3.602  -2.454
H  -3.769  3.495  -1.285
H  -0.913  5.854  5.672
H  -4.921  1.604  -2.286
H  -4.904  -0.765  -3.047
H  -0.804  -2.146  1.017
H  -1.138  1.191  5.082
H  0.378  3.274  -0.267
H  -1.614  -4.098  2.244
H  -0.851  -0.848  -4.444

Atomic forces in eV per Å
0.033 0.380 -0.317
-0.005 0.094 0.137
0.037 0.001 0.078
0.221 -0.429 0.192
0.028 -0.021 0.009
-0.043 -0.037 -0.025
-0.065 -0.108 0.189
0.199 0.053 -0.265
-0.024 -0.003 0.035
0.011 -0.015 0.000
-0.015 -0.029 0.016
0.007 -0.021 -0.019
0.031 0.036 0.027
0.016 0.010 -0.007
-0.006 0.190 0.001
-0.051 0.043 -0.001
0.064 -0.050 0.019
-0.032 0.002 -0.026
0.000 0.032 0.050
-0.288 0.090 -0.063
-0.031 0.063 -0.019
-0.003 0.005 0.035
0.044 0.015 -0.069
0.088 -0.025 0.022
-0.057 -0.018 0.048
0.022 -0.007 -0.042
-0.165 0.174 -0.070
-0.099 -0.024 -0.041
-0.019 -0.003 -0.009
0.006 -0.049 -0.019
-0.054 0.018 -0.001
0.041 -0.032 0.057
0.007 0.012 -0.051
-0.021 0.023 0.042
0.034 -0.042 -0.105
0.068 -0.007 0.032
0.041 -0.200 -0.054
-0.017 -0.011 0.007
-0.178 -0.046 0.195
-0.017 0.013 -0.018
-0.004 -0.030 -0.076
0.097 0.019 0.068
-0.031 -0.004 -0.001
0.004 0.000 0.004
-0.008 0.017 0.016
0.001 -0.020 -0.010
-0.007 -0.009 0.009
0.000 0.002 -0.002
-0.004 -0.003 0.006
0.003 -0.008 -0.008
0.007 0.006 0.013
0.064 -0.012 0.005
0.017 0.005 0.008
-0.002 0.000 -0.011
0.010 -0.010 0.005
-0.005 -0.011 0.000
0.013 0.023 0.003
0.011 -0.008 -0.007
0.003 0.011 0.007
-0.010 0.003 0.007
0.004 0.005 0.004
-0.007 0.006 0.001
-0.005 0.006 0.002
0.016 -0.011 -0.002
0.009 0.000 -0.025
0.021 -0.025 -0.013
0.017 -0.005 0.025
-0.009 -0.022 0.004
-0.015 0.000 -0.007